(1)
Molecular formula: C2H7N5S
Method: DFT, wB97M-V/def2-TZVPD

Results
Strongest force on any atom: 2.1 eV Å⁻¹
SMILES string: N/N=C(/C=N\S)NN
Gap between HOMO and LUMO: 9.19 eV

Element x y z (Å)
1 N 1.879 1.200 1.045
2 N 0.577 1.420 0.791
3 C -0.111 0.412 0.429
4 C -1.560 0.704 0.158
5 N -2.426 0.068 -0.492
6 S -2.034 -1.383 -1.317
7 N 0.442 -0.864 0.322
8 N 1.314 -1.096 -0.784
9 H 2.262 1.931 1.588
10 H 2.043 0.284 1.457
11 H -1.836 1.655 0.565
12 H -3.299 -1.482 -1.855
13 H -0.229 -1.635 0.377
14 H 0.832 -0.687 -1.654
15 H 2.145 -0.530 -0.630

Here are the natural (NBO) charges for atoms 1 to 8, given in e: atom 1 (N): -0.639, atom 2 (N): -0.211, atom 3 (C): 0.219, atom 4 (C): 0.065, atom 5 (N): -0.536, atom 6 (S): 0.124, atom 7 (N): -0.519, atom 8 (N): -0.642



(2)
Molecular formula: C28H21F9N6O7SSr
Method: DFT, wB97M-V/def2-TZVPD

Results
Charge: -2
Strongest force on any atom: 2.6 eV Å⁻¹
Gap between HOMO and LUMO: 4.85 eV

Element x y z (Å)
1 Sr -0.956 0.821 1.541
2 C 1.561 -0.284 3.815
3 N 1.027 -0.846 2.586
4 C 2.031 -0.681 1.516
5 C 0.436 -2.188 2.671
6 C -1.097 -2.289 2.969
7 N -1.837 -1.487 2.003
8 C -3.058 -1.624 1.494
9 C -3.530 -0.755 0.406
10 F -2.739 0.251 -0.158
11 C -4.763 -0.916 -0.205
12 F -5.049 -0.120 -1.268
13 C -5.655 -1.912 0.245
14 C -5.299 -2.705 1.341
15 F -6.163 -3.665 1.815
16 C -4.067 -2.535 1.943
17 F -3.712 -3.225 3.056
18 H 1.839 0.770 3.652
19 H 2.480 -0.817 4.154
20 H 0.829 -0.332 4.635
21 H 2.961 -1.229 1.709
22 H 2.298 0.389 1.473
23 H 1.643 -0.977 0.544
24 H 0.962 -2.813 3.424
25 H 0.575 -2.663 1.669
26 H -1.270 -1.981 4.012
27 H -1.356 -3.360 2.909
28 H -6.630 -2.037 -0.240
29 O 4.484 -7.156 -5.032
30 S 3.089 -6.747 -5.215
31 O 2.229 -7.233 -4.136
32 O 2.518 -6.710 -6.555
33 C 3.175 -4.962 -5.101
34 N 4.114 -4.422 -5.855
35 C 4.186 -3.078 -5.829
36 C 3.366 -2.291 -5.040
37 C 2.450 -2.996 -4.220
38 N 2.352 -4.327 -4.287
39 C 1.525 -2.362 -3.267
40 C 0.706 -3.206 -2.481
41 C -0.120 -2.599 -1.543
42 N -0.217 -1.247 -1.382
43 C 0.502 -0.476 -2.211
44 C 1.424 -0.977 -3.126
45 H 4.983 -2.687 -6.462
46 H 3.416 -1.194 -5.035
47 H 0.803 -4.301 -2.602
48 H -0.780 -3.229 -0.931
49 H 0.349 0.594 -2.125
50 H 2.072 -0.289 -3.689
51 O -1.353 3.171 0.848
52 C -0.121 3.395 0.856
53 O 0.759 2.552 1.186
54 C 0.334 4.765 0.383
55 C -0.697 5.693 0.253
56 C -0.393 6.948 -0.110
57 C 0.954 7.134 -0.381
58 C 2.011 6.232 -0.284
59 C 1.685 4.990 0.158
60 N 1.325 8.453 -0.786
61 O 2.541 8.642 -1.013
62 O 0.428 9.302 -0.876
63 H -1.722 5.379 0.460
64 H -1.123 7.759 -0.241
65 H 3.034 6.568 -0.522
66 H 2.408 4.184 0.311
67 F -1.021 1.563 4.267
68 C -2.399 1.325 4.467
69 F -3.102 1.224 3.264
70 C -2.809 2.677 4.935
71 F -2.135 2.862 6.051
72 F -4.129 2.574 5.137
73 F -2.558 3.716 4.047

Here are the Löwdin charges for atoms 1 to 8, given in e: atom 1 (Sr): 1.586, atom 2 (C): -0.110, atom 3 (N): -0.337, atom 4 (C): -0.102, atom 5 (C): -0.192, atom 6 (C): -0.231, atom 7 (N): -0.118, atom 8 (C): -0.218



(3)
Molecular formula: C3H12N2S
Method: DFT, wB97M-V/def2-TZVPD

Results
Strongest force on any atom: 1.0 eV Å⁻¹
SMILES string: CSC.NCN
Gap between HOMO and LUMO: 9.67 eV

Element x y z (Å)
1 C -1.784 1.679 -1.093
2 S -1.921 1.062 0.591
3 C -2.209 -0.692 0.206
4 H -1.515 2.732 -1.067
5 H -2.757 1.651 -1.571
6 H -1.068 1.149 -1.707
7 H -2.323 -1.165 1.183
8 H -3.087 -0.881 -0.412
9 H -1.288 -1.091 -0.194
10 N 1.750 -1.205 1.435
11 C 2.500 -0.202 0.695
12 N 1.981 0.199 -0.630
13 H 0.795 -0.895 1.575
14 H 1.699 -2.085 0.934
15 H 2.533 0.697 1.311
16 H 3.519 -0.552 0.558
17 H 2.206 -0.569 -1.260
18 H 0.966 0.169 -0.555

Here are the natural (NBO) charges for atoms 1 to 8, given in e: atom 1 (C): -0.751, atom 2 (S): 0.184, atom 3 (C): -0.741, atom 4 (H): 0.235, atom 5 (H): 0.212, atom 6 (H): 0.212, atom 7 (H): 0.229, atom 8 (H): 0.220



What are the E_HOMO values for these records? In order: -0.3179; -0.1006; -0.3240 Ha.
What are the energy relative to the best compared isomer or geometry (same formula, charge and spin) values for these records? In order: 31.3; 0.0; 2.1 kcal/mol.